Model w:
The following is a DFT calculation (ωB97M-V/def2-TZVPD) of a molecular structure, C11H13F6NORh.

```
! RIJCOSX wB97M-V def2-TZVPD def2/J DEFGRID3
* xyz -1 5
C -0.46 0.61 -2.12
C 0.93 0.77 -1.78
C 1.00 1.56 -0.58
C -0.35 2.00 -0.27
C -1.23 1.41 -1.21
Rh 0.03 -0.14 -0.26
N -3.77 0.48 0.51
C 0.38 -1.87 -0.99
C 1.82 -1.78 -0.99
H 1.89 1.83 -0.03
H 1.77 0.25 -2.23
H -0.63 2.73 0.49
H -2.31 1.63 -1.24
H -0.88 0.05 -2.96
H 2.21 -1.65 -2.02
H 0.07 -2.66 -0.25
H -3.20 -0.39 0.36
H 2.39 -2.36 -0.25
H -0.15 -1.93 -1.96
C -0.87 -0.36 4.13
C -0.10 0.23 2.93
O -0.85 0.20 1.83
C 0.25 1.73 3.35
F 0.91 1.79 4.54
F 1.00 2.39 2.43
F -0.92 2.42 3.48
C 1.23 -0.60 2.76
F 1.93 -0.69 3.91
F 0.90 -1.87 2.37
F 2.08 -0.11 1.81
H -1.77 0.26 4.27
H -0.25 -0.37 5.03
H -1.19 -1.37 3.87
*
```

Output
HOMO-LUMO gap (alpha / beta) (eV): 5.6 / 6.6
HOMO energy (alpha / beta) (eV): -2.011 / -3.875
LUMO level (alpha / beta) (eV): 3.6 / 2.8
⟨S²⟩: 6.04

Model x:
The following is a DFT calculation (ωB97M-V/def2-TZVPD) of a molecular structure, C11H13F6NORh.

```
! RIJCOSX wB97M-V def2-TZVPD def2/J DEFGRID3
* xyz -1 5
C -0.49 0.92 -2.96
C 0.91 1.06 -2.72
C 1.08 1.89 -1.57
C -0.21 2.25 -1.10
C -1.18 1.65 -1.95
Rh -0.06 -0.13 -0.88
N -1.37 -1.43 -0.85
C -0.42 -2.48 -1.37
C 0.97 -1.82 -1.57
H 2.04 2.16 -1.12
H 1.71 0.61 -3.31
H -0.42 2.85 -0.21
H -2.26 1.72 -1.84
H -0.95 0.33 -3.75
H 1.34 -1.90 -2.60
H -0.37 -3.32 -0.65
H -2.35 -1.74 -0.85
H 1.73 -2.18 -0.85
H -0.79 -2.87 -2.34
C -1.06 -0.46 2.97
C -0.14 0.23 1.95
O -0.92 0.45 0.79
C 0.31 1.60 2.51
F 0.96 1.46 3.72
F 1.16 2.24 1.63
F -0.80 2.42 2.71
C 1.08 -0.68 1.68
F 1.83 -0.84 2.84
F 0.67 -1.93 1.29
F 1.91 -0.13 0.72
H -1.95 0.17 3.18
H -0.54 -0.66 3.93
H -1.43 -1.43 2.57
*
```

Output
HOMO-LUMO gap (alpha / beta) (eV): 4.7 / 6.9
HOMO energy (alpha / beta) (eV): -1.214 / -3.508
LUMO level (alpha / beta) (eV): 3.4 / 3.4
⟨S²⟩: 6.02

So which one is most stable? That would be model x, about 1.282 eV below the next structure.

Model w:
The following is a DFT calculation (ωB97M-V/def2-TZVPD) of a molecular structure, C7H13O.

```
! RIJCOSX wB97M-V def2-TZVPD def2/J DEFGRID3
* xyz -1 1
C 2.13 -0.32 1.43
O 1.69 0.24 2.57
C 1.38 0.27 0.15
C -0.05 -0.08 0.16
C -0.90 -0.16 -0.90
C -0.61 0.04 -2.24
C -1.33 0.96 -3.03
C -2.32 -0.55 -0.70
H 3.20 -0.22 1.25
H 1.93 -1.50 1.39
H 1.52 1.42 0.27
H 1.77 -0.03 -0.81
H 2.34 -0.35 5.63
H -0.38 -0.27 1.22
H 2.35 -0.20 4.94
H -1.83 1.85 -2.59
H -1.77 -0.20 -2.79
H -0.98 1.04 -4.02
H -2.56 -1.43 -1.31
H -2.94 0.19 -0.93
H -2.64 -0.69 0.32
*
```

Output
HOMO-LUMO gap (eV): 5.7
HOMO energy (eV): -2.407
LUMO level (eV): 3.3

Model x:
The following is a DFT calculation (ωB97M-V/def2-TZVPD) of 2 unconnected molecules or ions with the total composition C7H13O.

```
! RIJCOSX wB97M-V def2-TZVPD def2/J DEFGRID3
* xyz -1 1
C -2.98 1.07 0.48
O -3.41 1.20 -0.81
C -1.73 0.20 0.67
C -0.45 0.70 -0.06
C 0.90 0.33 0.58
C 1.44 -1.01 -0.11
C 2.12 -0.54 -1.41
C 3.10 -0.89 -0.36
H -2.66 2.06 0.96
H -3.74 0.64 1.10
H -1.92 -0.79 0.28
H -1.66 0.10 1.81
H -0.65 0.28 -1.12
H -0.62 1.74 -0.19
H 0.81 0.22 1.65
H 1.75 1.02 0.32
H 0.61 -1.62 -0.44
H 1.58 -2.08 0.99
H 1.84 -1.24 -2.22
H 3.58 -1.86 -0.35
H 2.09 0.48 -1.76
*
```

Output
HOMO-LUMO gap (eV): 4.3
HOMO energy (eV): -2.274
LUMO level (eV): 2.1

So which one is most stable? That would be model w, about 0.996 eV below the next structure.